[1]
{
  "formula": "C16H20FeN2O4S2",
  "method": "ωB97M-V/def2-TZVPD",
  "species": ["C", "N", "C", "C", "N", "C", "S", "S", "C", "C", "H", "H", "H", "H", "H", "H", "H", "H", "H", "H", "H", "C", "O", "C", "C", "C", "C", "C", "C", "Fe", "C", "O", "C", "O", "C", "O", "H", "H", "H", "H", "H", "H", "H", "H", "H"],
  "positions_angstrom": [[3.813428, 0.512565, -3.600387], [2.653929, 1.098887, -2.885627], [2.953351, 2.068598, -1.812024], [1.722748, 2.331649, -0.948052], [0.531019, 2.695431, -1.749456], [-0.446962, 3.532945, -1.265521], [-0.270642, 4.273640, 0.224211], [-1.842284, 3.799393, -2.144404], [0.311979, 1.843149, -2.941605], [1.590025, 1.651832, -3.748225], [3.477433, -0.241492, -4.309736], [4.360511, 1.285644, -4.135709], [4.483423, 0.032655, -2.889236], [3.784947, 1.682807, -1.213559], [3.304394, 2.995531, -2.276915], [1.476662, 1.445667, -0.357741], [1.921683, 3.139208, -0.235986], [-0.062311, 0.876671, -2.593226], [-0.477583, 2.281570, -3.559920], [1.937414, 2.608836, -4.149516], [1.434536, 0.988697, -4.604913], [-4.145898, -3.125921, 0.483160], [-2.995479, -3.337719, 1.266569], [-2.404793, -2.149146, 1.801866], [-1.714365, -1.237826, 0.986657], [-1.140338, 0.046599, 1.567881], [-1.213711, 0.171030, 3.084147], [-1.902241, -0.765839, 3.839599], [-2.490059, -1.920086, 3.231163], [-0.459737, -1.773643, 2.610815], [1.208978, -1.304820, 1.891542], [2.199542, -0.982848, 1.432055], [-0.114948, -3.580943, 2.100605], [0.095303, -4.657330, 1.793450], [0.288046, -2.141214, 4.315685], [0.711566, -2.345301, 5.352747], [-4.398391, -4.063961, -0.011462], [-4.969745, -2.822611, 1.128907], [-3.953843, -2.355214, -0.261834], [-1.614337, -1.450288, -0.079392], [-0.129503, 0.266599, 1.176454], [-1.751420, 0.881718, 1.159859], [-0.766237, 1.041250, 3.568761], [-1.998428, -0.626750, 4.918553], [-2.997662, -2.669619, 3.839758]],
  "forces_ev_per_angstrom": [[-0.92, 0.88, 0.67], [-0.43, -0.56, 0.21], [0.02, -0.70, -1.08], [-0.25, 0.24, -0.03], [0.17, 0.16, -0.23], [1.48, -1.34, -0.59], [-0.12, 0.51, 0.74], [-0.92, 0.36, -0.31], [-0.13, 0.23, 0.10], [1.01, -0.30, 0.62], [-0.14, 0.04, 0.02], [0.35, 0.15, -0.29], [-0.03, 0.04, 0.09], [-0.28, 0.00, 0.12], [0.01, 0.41, 0.09], [0.06, -0.17, -0.01], [0.00, -0.19, -0.29], [0.10, -0.15, -0.03], [0.34, 0.00, 0.18], [-0.16, 0.36, -0.17], [-0.18, -0.03, 0.25], [-0.18, 0.33, -0.05], [1.72, 1.09, 1.14], [-1.42, 0.87, -0.65], [-0.67, -1.12, 0.10], [-1.98, 3.20, -1.59], [-0.20, -0.01, 0.47], [-0.92, 1.12, -0.71], [-1.52, -0.94, -0.05], [2.34, -3.26, 1.99], [2.46, 1.09, -1.34], [-0.26, -0.20, 0.20], [0.24, -3.06, -1.36], [-0.15, 0.83, 0.36], [1.12, -0.14, 2.51], [-0.29, 0.02, -0.45], [0.13, 0.03, 0.09], [-0.20, 0.09, -0.08], [-0.16, 0.04, -0.15], [0.01, 0.16, 0.35], [-0.45, 0.02, 0.08], [0.19, 0.15, -0.14], [-0.09, -0.33, -0.26], [0.14, -0.16, -0.31], [0.19, 0.26, -0.22]],
  "lowdin_charge": [-0.08, -0.23, -0.17, -0.17, -0.19, -1.27, 0.68, 0.69, -0.17, -0.18, 0.08, 0.08, 0.08, 0.12, 0.12, 0.11, 0.07, 0.13, 0.06, 0.12, 0.12, -0.09, -0.13, -0.36, -0.09, -0.26, -0.14, -0.19, -0.11, 0.11, -0.09, 0.17, -0.05, 0.18, -0.07, 0.17, 0.09, 0.09, 0.08, 0.13, 0.07, 0.11, 0.12, 0.13, 0.12],
  "energy_ev": -84137.0965,
  "orbital_gap_ev": [6.48, 4.09],
  "s_squared": 6.191,
  "spin_multiplicity": 5,
  "lumo_energy_ha": [0.019, -0.103]
}

***

[2]
{
  "formula": "C16H20IN2O3PtS",
  "method": "ωB97M-V/def2-TZVPD",
  "species": ["Pt", "I", "C", "C", "N", "N", "C", "H", "H", "H", "C", "C", "O", "S", "C", "C", "C", "C", "C", "C", "C", "C", "H", "H", "H", "H", "H", "H", "H", "C", "O", "H", "H", "H", "H", "C", "C", "O", "H", "H", "H", "H", "H", "H"],
  "positions_angstrom": [[-0.948889, 1.207827, 1.910226], [-0.814678, 6.910891, -0.174236], [-0.198092, 5.043262, 0.436902], [1.095206, 4.564652, 0.521043], [1.035913, 3.301566, 0.973446], [-0.243262, 2.939841, 1.189841], [-1.004519, 3.988484, 0.865705], [2.038252, 5.037353, 0.297763], [1.793502, 2.663744, 1.155935], [-2.077582, 3.946519, 0.955205], [2.023030, -6.409286, -5.708603], [2.482630, -5.590674, -4.576114], [3.037121, -5.676652, -3.580191], [1.810959, -3.541511, -5.141727], [1.484144, -2.654776, -3.803771], [1.857467, -3.014288, -2.438504], [1.455631, -2.250806, -1.409845], [0.653274, -1.056976, -1.633949], [0.378919, -0.632302, -2.993736], [0.778871, -1.387737, -4.027790], [0.167703, -0.348465, -0.576283], [-0.287336, 0.262354, 0.402975], [2.299417, -7.443395, -5.500825], [2.505603, -6.058920, -6.624520], [0.941972, -6.309079, -5.822587], [2.470383, -3.886175, -2.266961], [1.725155, -2.502124, -0.392886], [-0.153683, 0.295827, -3.150146], [0.574860, -1.093243, -5.049741], [-3.944892, 0.528009, 1.939136], [-2.692472, 0.038965, 2.526769], [-4.760995, -0.074389, 2.328955], [-3.904003, 0.470757, 0.854417], [-4.066988, 1.556688, 2.264709], [-2.662815, -0.922863, 2.433751], [0.000783, 1.439078, 5.365728], [-0.567511, 2.643690, 4.663414], [-1.555811, 2.262955, 3.622787], [0.879933, 1.736407, 5.937743], [0.316472, 0.675134, 4.651202], [-0.713435, 0.999337, 6.061741], [0.183412, 3.218373, 4.127104], [-1.097073, 3.314564, 5.335876], [-2.296578, 1.807385, 4.050042]],
  "forces_ev_per_angstrom": [[-0.96, 0.67, -0.46], [0.02, -0.07, 0.02], [-0.03, 0.05, -0.01], [0.02, 0.00, 0.01], [-0.02, 0.05, -0.05], [0.61, -0.38, 0.30], [-0.01, 0.02, 0.01], [0.00, 0.00, 0.00], [0.01, 0.01, 0.05], [0.01, 0.00, 0.01], [-0.02, 0.11, -0.11], [0.14, -0.38, 0.05], [-0.01, 0.13, 0.07], [-0.16, 0.09, -0.04], [0.09, 0.10, -0.01], [-0.06, 0.01, 0.02], [0.01, -0.02, -0.02], [-0.02, 0.02, 0.01], [0.04, 0.00, 0.00], [0.02, 0.02, 0.04], [0.05, -0.02, 0.02], [-0.22, -0.02, 0.03], [0.01, 0.00, 0.01], [0.01, 0.00, 0.01], [0.00, 0.00, 0.01], [-0.04, -0.02, 0.00], [-0.02, -0.01, 0.00], [-0.03, -0.03, 0.00], [-0.01, -0.01, 0.01], [-0.06, 0.01, -0.04], [0.61, -0.38, -0.08], [0.02, -0.02, 0.03], [0.02, 0.00, 0.00], [0.02, 0.01, -0.01], [0.00, -0.01, 0.15], [-0.01, -0.05, 0.00], [0.01, 0.08, 0.00], [-0.07, -0.02, -0.06], [-0.04, 0.01, 0.04], [0.05, 0.02, -0.01], [-0.01, -0.02, -0.03], [-0.01, -0.02, -0.06], [0.01, 0.02, 0.01], [0.04, 0.03, 0.10]],
  "lowdin_charge": [1.23, 1.01, -0.75, -0.08, 0.04, -0.20, -0.15, 0.14, 0.17, 0.13, 0.00, -0.36, 0.23, 1.17, -0.53, -0.01, 0.04, -0.13, 0.04, -0.03, -0.03, -0.10, 0.13, 0.12, 0.12, 0.11, 0.15, 0.15, 0.13, -0.04, -0.25, 0.11, 0.10, 0.09, 0.12, -0.06, -0.21, -0.25, 0.10, 0.07, 0.09, 0.11, 0.14, 0.11],
  "energy_ev": -48190.1302,
  "orbital_gap_ev": [3.50, 3.49],
  "charge": 3,
  "spin_multiplicity": 1,
  "lumo_energy_ha": [-0.455, -0.455]
}